[1]
DFT (the ωB97M-V functional and the def2-TZVPD basis) results for the molecule C10H16N2 at a distorted geometry.

Each line ends with the Löwdin charge.
Cartesian coordinates (Å):
1 C 2.3106 -0.9696 0.2597  -0.056
2 C 0.7569 -1.1722 0.3961  -0.255
3 C 0.4738 -0.2986 1.6874  -0.206
4 N 0.8023 1.1152 1.4604  -0.242
5 C -0.4024 1.7316 0.7722  -0.065
6 N 0.9104 1.9159 2.6877  0.028
7 C -0.1838 -0.7859 -0.7510  -0.185
8 C -1.5151 -1.3335 -0.7661  -0.042
9 C -2.3609 -1.0375 -1.7494  -0.164
10 C -2.1313 -0.2534 -2.7746  -0.111
11 C -0.8387 0.2524 -2.8305  -0.095
12 C 0.1746 -0.0404 -1.9258  -0.040
13 H 2.6431 0.0364 0.3123  0.053
14 H 2.6242 -1.3196 -0.6884  0.057
15 H 2.6590 -1.4802 1.1705  0.085
16 H 0.5167 -2.1967 0.6702  0.129
17 H -0.5534 -0.2888 2.0612  0.104
18 H 0.9229 -0.7083 2.6185  0.119
19 H -0.6369 1.2306 -0.0722  0.006
20 H -1.2674 1.8204 1.4681  0.091
21 H -0.2285 2.7990 0.6985  0.076
22 H 0.6194 1.3745 3.4803  0.052
23 H 1.9161 1.8842 2.8347  0.072
24 H -1.7211 -1.7931 0.1597  0.102
25 H -3.3690 -1.5204 -1.7964  0.128
26 H -2.8934 -0.0244 -3.5887  0.137
27 H -0.4413 0.7412 -3.7033  0.096
28 H 1.2132 0.3210 -2.0911  0.124

Highest occupied orbital energy ... -0.3250 hartree
E_LUMO ... 0.899 eV
Charge ... 0
Structure (SMILES) ... C[C@@H](CN(C)N)c1ccccc1
Strongest force on any atom ... 6.03 eV/Å

=====

[2]
DFT (the ωB97M-V functional and the def2-TZVPD basis) results for a structure of composition C4H6O3Tm at a distorted geometry.

Each line ends with the Löwdin charge.
Cartesian coordinates (Å):
1 O -0.6131 0.1527 -1.4897  -0.042
2 O 0.1342 0.4478 0.6063  0.074
3 O 1.4088 -0.5294 -0.8285  0.094
4 C -1.2029 0.4422 1.1191  -0.238
5 C -1.1481 0.8457 2.5473  -0.059
6 C 0.2954 0.1220 -0.6479  -0.580
7 H -2.0078 0.4304 3.0880  0.094
8 H -0.2219 0.4905 3.0359  0.122
9 H -1.1698 1.9449 2.6652  0.123
10 Tm -2.7207 -0.1112 -0.5357  2.017
11 C 1.7434 -0.9679 -2.1507  0.034
12 H 1.8775 -0.1283 -2.8422  0.125
13 H 0.9464 -1.6181 -2.5265  0.109
14 H 2.6788 -1.5214 -2.0406  0.126

Highest occupied orbital energy (alpha / beta) ... -0.6047 / -0.7092 hartree
E_LUMO (alpha / beta) ... -10.566 / -10.957 eV
Charge ... +2
Spin multiplicity ... 4
Strongest force on any atom ... 3.43 eV/Å

=====

[3]
DFT (the ωB97M-V functional and the def2-TZVPD basis) results for a structure of composition H10MgO13S2 at a distorted geometry.

Each line ends with the Löwdin charge.
Cartesian coordinates (Å):
1 Mg -0.3252 -0.7565 0.2674  0.430
2 S 1.6967 1.3570 -1.2611  0.258
3 O 1.1309 2.6045 -0.7396  -0.377
4 O 3.0417 1.1772 -0.6639  -0.434
5 O 0.8120 0.1973 -0.8664  -0.440
6 O 1.7662 1.3743 -2.7275  -0.411
7 S -1.9106 1.1956 0.8027  0.273
8 O -3.0406 1.3246 1.7251  -0.397
9 O -1.6639 2.4455 0.1174  -0.323
10 O -0.6715 0.6790 1.4493  -0.417
11 O -2.1001 0.0610 -0.1536  -0.394
12 O 1.3185 -1.6295 1.1930  -0.014
13 H 1.5906 -1.2264 2.0306  0.099
14 H 2.0965 -2.0829 0.8578  0.090
15 O -0.4225 -2.2572 -1.0514  -0.010
16 H -0.1747 -2.3538 -1.9787  0.098
17 H -0.9907 -3.0084 -0.8503  0.079
18 O 1.4983 2.0404 2.2584  -0.135
19 H 1.7419 2.4497 1.4080  0.002
20 H 0.6622 1.5550 2.0395  -0.019
21 O -1.3181 -1.9437 1.5468  -0.035
22 H -2.1764 -1.6720 1.9046  0.101
23 H -1.0541 -2.7220 2.0482  0.082
24 O -0.6569 0.0663 -3.2792  -0.113
25 H -0.9022 0.9722 -3.4754  0.028
26 H 0.0519 0.1530 -2.6018  -0.020

Highest occupied orbital energy ... -0.0270 hartree
E_LUMO ... 3.593 eV
Charge ... -2
Strongest force on any atom ... 3.19 eV/Å

=====

[4]
DFT (the ωB97M-V functional and the def2-TZVPD basis) results for a cluster of 2 separate species, C4H12 in total at a distorted geometry.

Each line ends with the Löwdin charge.
Cartesian coordinates (Å):
1 C 2.0956 0.1733 0.3153  -0.182
2 C 2.1422 1.5726 -0.2455  -0.178
3 H 2.1132 -0.5629 -0.4863  0.070
4 H 3.0386 -0.0705 0.7955  0.054
5 H 1.3820 0.0136 1.1164  0.052
6 H 1.3777 1.6664 -1.0382  0.058
7 H 2.9790 1.7521 -0.9328  0.064
8 H 2.0072 2.4211 0.4193  0.062
9 C -1.3697 -0.8050 -0.1034  -0.187
10 C -2.8692 -0.9012 0.0467  -0.174
11 H -0.8255 -0.7330 0.8353  0.051
12 H -1.0170 -1.8187 -0.3801  0.067
13 H -0.9306 -0.2549 -0.9261  0.058
14 H -3.1113 -1.8191 0.5893  0.065
15 H -3.4365 -0.8050 -0.8710  0.061
16 H -3.2594 -0.1402 0.7285  0.059

Highest occupied orbital energy ... -0.4104 hartree
E_LUMO ... 1.142 eV
Charge ... 0
Structure (SMILES) ... CC.CC
Strongest force on any atom ... 2.61 eV/Å

=====

[5]
DFT (the ωB97M-V functional and the def2-TZVPD basis) results for a structure of composition C19H43N3O3Se3Si2V.

Each line ends with the Löwdin charge.
Cartesian coordinates (Å):
1 V 1.1621 -0.2988 -0.5574  0.180
2 O 6.4038 -0.8863 2.6131  -0.071
3 C 5.5961 -1.9497 2.0901  -0.244
4 C 4.2407 -1.4261 1.6055  -0.564
5 C 3.6485 -0.6276 2.7824  -0.255
6 O 2.2354 -0.5098 2.7556  -0.113
7 C 3.4214 -2.7024 1.3055  -0.555
8 Se 1.9053 -2.6937 0.0191  0.498
9 C 4.4876 -0.5898 0.3285  -0.547
10 Se 3.3380 0.9749 -0.0454  0.537
11 H 7.3034 -1.2123 2.6823  0.073
12 H 5.4312 -2.7051 2.8699  0.119
13 H 6.1108 -2.4303 1.2493  0.122
14 H 4.1184 0.3607 2.8069  0.104
15 H 3.8872 -1.1433 3.7190  0.121
16 H 2.0752 -0.2761 1.8281  -0.037
17 H 3.0663 -3.1171 2.2511  0.053
18 H 4.1025 -3.4306 0.8563  0.037
19 H 4.3729 -1.2421 -0.5370  0.037
20 H 5.5098 -0.2100 0.3542  0.041
21 N -1.2460 -2.9008 -2.1872  -0.080
22 N -1.9015 -1.6532 -2.5151  -0.085
23 H -0.8591 -2.8584 -1.2436  0.006
24 H -0.4411 -2.9543 -2.8035  0.028
25 H -1.2446 -0.8831 -2.3856  0.009
26 H -2.6409 -1.5263 -1.8310  -0.012
27 O -0.0211 1.4396 -0.4767  -0.063
28 C -0.2811 2.3152 0.3203  -0.438
29 C 0.0550 2.1593 1.7807  -0.115
30 C -0.6253 3.1484 2.7215  -0.189
31 C -2.1568 3.1374 2.6208  -0.224
32 C -2.7306 3.9987 1.4951  -0.200
33 C -2.3643 3.5310 0.0904  -0.208
34 N -0.9031 3.5033 -0.1391  0.052
35 H 1.1485 2.1848 1.8603  0.103
36 H -0.2418 1.1372 2.0389  0.112
37 H -0.2413 4.1633 2.5548  0.104
38 H -0.3289 2.8814 3.7383  0.108
39 H -2.5802 3.4794 3.5700  0.104
40 H -2.4911 2.1057 2.4685  0.032
41 H -2.3851 5.0358 1.6207  0.103
42 H -3.8220 4.0179 1.5757  0.103
43 H -2.8071 4.1959 -0.6545  0.104
44 H -2.7509 2.5249 -0.0863  0.043
45 H -0.4851 4.2899 0.3492  0.110
46 C -5.1721 -1.9959 2.6325  -0.258
47 Si -4.1731 -0.3903 2.6265  -0.062
48 C -5.4474 0.9874 2.9158  -0.248
49 C -3.1244 -0.4213 4.2016  -0.245
50 Se -2.9842 -0.0921 0.8000  0.212
51 H -5.7619 -2.1020 3.5497  0.010
52 H -4.5037 -2.8550 2.5444  0.016
53 H -5.8498 -2.0182 1.7761  0.012
54 H -6.0639 0.7967 3.8015  0.011
55 H -6.1043 1.0782 2.0476  0.013
56 H -4.9399 1.9469 3.0502  -0.003
57 H -3.7146 -0.7127 5.0776  0.012
58 H -2.6942 0.5660 4.3921  0.005
59 H -2.2961 -1.1235 4.0885  0.021
60 C 2.6688 -1.2814 -6.5186  -0.208
61 Si 1.0455 -0.9121 -5.6367  0.372
62 C -0.1582 -2.3071 -6.0000  -0.201
63 C 0.3404 0.6605 -6.3938  -0.203
64 C 1.2720 -0.7258 -3.8670  -0.250
65 C 1.2253 -0.5544 -2.6519  -0.213
66 H 2.5192 -1.3273 -7.6021  0.014
67 H 3.0784 -2.2379 -6.1871  0.020
68 H 3.4100 -0.5086 -6.3050  0.020
69 H -0.4470 -2.3300 -7.0553  0.015
70 H -1.0572 -2.1831 -5.3910  0.018
71 H 0.2817 -3.2740 -5.7434  0.023
72 H 0.2366 0.5766 -7.4797  0.013
73 H 0.9846 1.5131 -6.1680  0.021
74 H -0.6414 0.8696 -5.9640  0.025

Highest occupied orbital energy (alpha / beta) ... -0.0466 / -0.0720 hartree
E_LUMO (alpha / beta) ... 4.208 / 4.206 eV
Charge ... -2
Spin multiplicity ... 4
Strongest force on any atom ... 0.62 eV/Å

=====

[6]
DFT (the ωB97M-V functional and the def2-TZVPD basis) results for a structure of composition C19H26F3N3O3PRuSSeSi.

Each line ends with the Löwdin charge.
Cartesian coordinates (Å):
1 Ru -0.5014 0.2167 0.2516  1.210
2 C -3.0184 3.7647 -0.5771  -0.015
3 C -4.1193 3.5341 0.2304  -0.015
4 C -4.0352 2.5685 1.2197  0.011
5 C -2.8640 1.8396 1.3538  -0.196
6 N -1.8248 2.0148 0.5194  0.014
7 C -1.8974 2.9722 -0.4058  -0.102
8 C -2.6624 0.8713 2.4612  -0.201
9 C -3.3360 1.0014 3.6683  0.013
10 C -3.0334 0.1281 4.7008  -0.022
11 C -2.0611 -0.8376 4.4995  -0.023
12 C -1.4352 -0.8937 3.2668  -0.119
13 N -1.7315 -0.0674 2.2695  0.030
14 H -3.0253 4.5254 -1.3417  0.120
15 H -5.0298 4.1004 0.0972  0.123
16 H -4.8735 2.3756 1.8710  0.120
17 H -1.0236 3.0932 -1.0320  0.119
18 H -4.0607 1.7879 3.8109  0.117
19 H -3.5390 0.2142 5.6513  0.122
20 H -1.7849 -1.5312 5.2785  0.117
21 H -0.6721 -1.6371 3.0636  0.079
22 C 3.5295 -2.2606 0.1181  -0.215
23 Si 2.2454 -2.4815 1.4478  0.270
24 C 1.9746 -4.2617 1.9367  -0.225
25 C 2.5012 -1.3862 2.9381  -0.192
26 Se 0.2187 -2.0300 0.3112  0.609
27 H 4.4984 -2.6213 0.4677  0.046
28 H 3.6125 -1.2067 -0.1423  0.016
29 H 3.2696 -2.8170 -0.7828  0.034
30 H 2.8917 -4.6643 2.3702  0.043
31 H 1.7078 -4.8866 1.0857  0.035
32 H 1.1881 -4.3563 2.6853  0.033
33 H 3.5531 -1.1111 3.0144  0.045
34 H 2.2295 -1.9173 3.8508  0.038
35 H 1.9288 -0.4696 2.8940  -0.006
36 S 3.1034 2.7667 1.3038  0.748
37 C 1.8687 1.8140 1.1845  -0.915
38 N 0.9365 1.0692 1.1400  -0.153
39 F -2.7821 -1.5490 -3.3936  0.168
40 C -2.8700 -0.2368 -3.1405  -0.550
41 F -4.1229 0.0358 -2.7480  0.166
42 F -2.6278 0.4281 -4.2742  0.166
43 C -1.8701 0.1584 -2.0329  -0.553
44 O -2.0516 -0.4553 -0.9201  -0.189
45 O -0.9920 0.9852 -2.2099  0.014
46 C 1.2454 -1.0770 -3.8925  -0.152
47 P 2.1606 0.0927 -2.8712  0.538
48 C 3.9044 -0.3145 -3.0928  -0.169
49 C 1.9294 1.7038 -3.6392  -0.162
50 O 1.7486 0.0597 -1.4319  -0.477
51 H 1.6662 -1.1429 -4.8948  0.063
52 H 0.2055 -0.7633 -3.9682  0.039
53 H 1.2834 -2.0649 -3.4289  0.059
54 H 4.2548 -0.0383 -4.0850  0.057
55 H 4.0633 -1.3830 -2.9488  0.050
56 H 4.4855 0.2279 -2.3471  0.059
57 H 2.2600 1.6970 -4.6760  0.060
58 H 2.5058 2.4479 -3.0890  0.061
59 H 0.8751 1.9676 -3.5954  0.040

Highest occupied orbital energy (alpha / beta) ... -0.4226 / -0.4326 hartree
E_LUMO (alpha / beta) ... -3.345 / -5.139 eV
Charge ... +1
Spin multiplicity ... 5
Strongest force on any atom ... 0.78 eV/Å

=====

[7]
DFT (the ωB97M-V functional and the def2-TZVPD basis) results for a structure of composition F2FeH30O17P at a distorted geometry.

Each line ends with the Löwdin charge.
Cartesian coordinates (Å):
1 Fe -2.7284 -0.5734 -0.5960  0.946
2 O -0.9759 -0.1466 -0.3764  -0.357
3 P 0.3162 -1.1188 -0.0653  0.868
4 O -1.1198 -1.4616 -0.4892  -0.191
5 F 0.5234 -0.0986 1.0936  -0.105
6 F 1.0509 -0.2406 -1.1392  -0.106
7 O -0.0283 1.3108 -2.8599  -0.034
8 H 0.2677 0.8880 -2.0174  0.020
9 H 0.6361 2.0038 -2.9868  0.109
10 O -2.6862 1.3989 -1.6948  -0.018
11 H -3.3881 1.7311 -2.2758  0.118
12 H -1.8901 1.7532 -2.0817  0.032
13 O -2.6773 -1.4479 -2.5494  -0.022
14 H -1.9249 -1.5264 -3.1558  0.051
15 H -3.3674 -1.8533 -3.0716  0.106
16 O -1.5229 1.9252 2.5522  0.003
17 H -0.9907 2.1162 1.7960  -0.011
18 H -1.0631 1.3084 3.1314  0.059
19 O -3.1318 0.3492 1.1255  -0.007
20 H -3.8658 0.2640 1.6827  0.087
21 H -2.5030 0.7710 1.7135  0.021
22 O 3.3522 0.4173 -2.5221  -0.056
23 H 2.9442 0.7676 -1.7402  -0.058
24 H 3.9504 1.1581 -2.7024  0.060
25 O -3.6006 -2.3272 0.1230  0.001
26 H -4.5276 -2.5577 0.1434  0.110
27 H -3.1483 -3.1655 0.2629  0.115
28 O -0.3332 -1.0273 -4.0341  -0.058
29 H -0.1705 -0.1180 -3.6707  0.004
30 H 0.3097 -1.1322 -4.7323  0.068
31 O 1.6718 -2.1574 2.7922  -0.064
32 H 2.3778 -1.5597 2.5384  -0.031
33 H 1.5872 -2.0788 3.7516  0.060
34 O 3.4432 -0.1657 1.9965  -0.025
35 H 4.0300 0.5029 2.2861  0.061
36 H 3.3031 -0.0097 1.0690  0.018
37 O -0.2733 2.2423 0.1741  -0.001
38 H -0.8618 2.5464 -0.5176  0.076
39 H -0.4292 1.2916 0.1118  -0.009
40 O 1.6244 1.7854 2.9807  -0.044
41 H 2.1784 1.5378 3.7389  0.065
42 H 1.5179 1.0377 2.3941  -0.031
43 O 3.0633 -2.2264 -0.1929  -0.054
44 H 3.4852 -2.6344 0.5875  0.074
45 H 3.7874 -1.7698 -0.6252  0.052
46 O 2.5180 2.0150 -0.3631  -0.029
47 H 1.5904 2.0908 -0.1480  -0.010
48 H 2.8087 2.8685 -0.0547  0.080
49 O -1.5859 -1.7274 2.5463  -0.028
50 H -1.1655 -1.0240 3.0268  0.025
51 H -2.3778 -1.9325 3.0443  0.064

Highest occupied orbital energy (alpha / beta) ... -0.5967 / -0.5957 hartree
E_LUMO (alpha / beta) ... -6.147 / -10.379 eV
Charge ... +2
Spin multiplicity ... 6
Strongest force on any atom ... 10.64 eV/Å

=====

[8]
DFT (the ωB97M-V functional and the def2-TZVPD basis) results for a cluster of 2 separate species, C4H14N2O in total at a distorted geometry.

Each line ends with the Löwdin charge.
Cartesian coordinates (Å):
1 C 0.5167 -0.9853 -1.8224  -0.071
2 C 1.0666 0.0059 -0.8168  -0.477
3 C 2.3809 -0.4890 -0.2396  -0.068
4 N 0.0998 0.3160 0.2267  -0.050
5 C -0.2866 1.6868 0.4851  -0.305
6 N -1.5044 2.0905 -0.2385  0.004
7 H 1.2690 -1.1743 -2.5951  0.077
8 H 0.3336 -1.9601 -1.3499  0.083
9 H -0.4082 -0.6441 -2.2644  0.071
10 H 1.1955 0.9648 -1.3328  0.129
11 H 2.7349 0.1465 0.5650  0.072
12 H 2.2308 -1.4741 0.1959  0.076
13 H 3.0850 -0.6110 -1.0531  0.071
14 H -0.7179 -0.2482 0.3826  0.083
15 H -0.4589 1.7946 1.5519  0.099
16 H 0.5308 2.3290 0.1793  0.109
17 H -1.4447 3.0215 -0.6325  0.053
18 H -2.3083 2.1281 0.3753  0.051
19 O -1.7801 -2.3994 1.9604  -0.058
20 H -1.8336 -2.2844 2.9149  0.036
21 H -1.9769 -1.5242 1.6075  0.015

Highest occupied orbital energy ... -0.3103 hartree
E_LUMO ... 0.733 eV
Charge ... 0
Structure (SMILES) ... CC(C)NCN.O
Strongest force on any atom ... 1.35 eV/Å